No. 1
# C54H50ClIN7O3V

A structure of composition C54H50ClIN7O3V (ωB97M-V/def2-TZVPD, the OMol25 dataset).

```
! RIJCOSX wB97M-V def2-TZVPD def2/J DEFGRID3
* xyz 0 3
V 1.21885 -0.33588 0.01762
Cl 3.49991 -1.91749 6.52768
C 2.56814 -1.61078 5.09167
C 1.20442 -1.70185 5.13555
C 0.42624 -1.49735 3.98611
I -1.63439 -1.73097 4.05310
C 1.01421 -1.19638 2.76602
O 0.38508 -1.05945 1.64761
C 2.43806 -1.05364 2.74819
N 2.93076 -0.64109 1.55590
C 4.23243 -0.49238 1.43794
C 5.11319 -0.74130 2.50319
C 4.62508 -1.12173 3.72548
C 3.23513 -1.27523 3.89033
H 0.71650 -1.95583 6.06791
H 4.60581 -0.15827 0.47686
H 6.17562 -0.61291 2.34286
H 5.28483 -1.30103 4.56344
C -2.05407 5.01539 3.33700
C -0.52256 5.10172 3.40875
C -0.10263 5.09420 4.87861
C -0.04501 6.41201 2.76517
C 0.07220 3.93079 2.64326
C 0.92770 2.99888 3.21047
C 1.38703 1.93771 2.44889
N 1.05873 1.73837 1.17573
C 0.27624 2.66667 0.59940
C -0.22623 3.74859 1.29657
C 0.02783 2.46604 -0.84132
C -0.68641 3.35118 -1.64317
C -0.84684 3.09097 -2.99499
C -0.23455 1.94045 -3.49613
C 0.45208 1.10766 -2.64206
N 0.56814 1.36531 -1.33828
C -1.67983 3.97287 -3.91547
C -2.88038 3.14745 -4.40587
C -2.20156 5.22091 -3.20286
C -0.83095 4.41350 -5.11638
H -2.49626 5.84241 3.89812
H -2.41008 4.07654 3.76633
H -2.41771 5.07502 2.30907
H -0.57170 5.93437 5.39381
H 0.97946 5.19928 4.99020
H -0.41761 4.17598 5.38031
H -0.46272 7.26557 3.30525
H -0.36114 6.48702 1.72239
H 1.04424 6.48612 2.79594
H 1.24205 3.06357 4.24246
H 2.04647 1.21674 2.90334
H -0.86862 4.45364 0.78835
H -1.12573 4.23356 -1.20492
H -0.30456 1.67691 -4.54392
H 0.90977 0.18954 -2.99083
H -3.49804 2.82059 -3.56568
H -2.55650 2.25691 -4.94920
H -3.49811 3.74954 -5.07748
H -2.86736 4.96391 -2.37502
H -2.77274 5.82776 -3.90762
H -1.38350 5.83635 -2.81869
H -0.50108 3.56279 -5.71450
H 0.05457 4.96258 -4.78765
H -1.41822 5.06767 -5.76520
C 1.22534 -3.56999 -0.13811
N 1.85423 -2.32279 -0.55509
C 2.84259 -2.36026 -1.36466
C 3.48099 -1.13849 -1.70762
C 4.58699 -0.81520 -2.49488
C 4.71164 0.57966 -2.42348
C 3.66783 1.03403 -1.61355
N 2.92905 -0.00097 -1.17572
C 1.73011 -4.06738 1.19966
C 3.09509 -4.18266 1.45062
C 3.55040 -4.62025 2.68525
C 2.64374 -4.94881 3.68578
C 1.28328 -4.84411 3.43911
C 0.83044 -4.40396 2.20222
H 1.39618 -4.32891 -0.90790
H 0.15161 -3.41353 -0.06739
H 3.19617 -3.30528 -1.77950
H 5.21124 -1.50573 -3.04410
H 5.45812 1.19308 -2.90491
H 3.42094 2.04940 -1.33793
H 3.81225 -3.91054 0.68171
H 4.61568 -4.69915 2.87107
H 2.99819 -5.27454 4.65656
H 0.56859 -5.08268 4.21799
H -0.23491 -4.29445 2.01892
O -1.79764 0.60092 0.48377
C -1.77083 -0.34999 -0.28024
N -2.87546 -0.99477 -0.79031
C -2.49597 -2.12851 -1.60383
C -0.97371 -1.82363 -1.76567
O -0.25266 -2.36814 -2.58461
N -0.62878 -0.91685 -0.82708
C -3.23168 -2.11629 -2.93689
C -2.94870 -1.09602 -3.84359
C -3.62987 -1.00906 -5.04496
C -4.61223 -1.94097 -5.35878
C -4.90612 -2.95253 -4.46037
C -4.21862 -3.03987 -3.25425
C -2.53577 -3.45825 -0.85139
C -2.11025 -4.61854 -1.50067
C -2.04438 -5.82196 -0.81688
C -2.40038 -5.88501 0.52507
C -2.81746 -4.73588 1.17667
C -2.88057 -3.52662 0.49314
H -3.78721 -0.84726 -0.39661
H -2.18421 -0.36543 -3.59944
H -3.39305 -0.21666 -5.74612
H -5.14437 -1.87544 -6.30079
H -5.67218 -3.68155 -4.69299
H -4.45438 -3.83884 -2.56211
H -1.80658 -4.56164 -2.53900
H -1.70545 -6.71364 -1.33074
H -2.34218 -6.82561 1.06067
H -3.08118 -4.76968 2.22689
H -3.16754 -2.63019 1.02741
*
```

Results
Gap between HOMO and LUMO (alpha / beta): 7.28 / 7.30 eV
LUMO level (alpha / beta): -0.1 / -0.2 eV
ΔE to the lowest compared entry with this formula, charge and spin: 0.0 kJ/mol
DFT total energy: -4398.9375 Eh

Here are the Mulliken charges for atoms 1 to 99, given in e:
1 V -0.059
2 Cl -0.312
3 C 0.633
4 C -0.170
5 C -0.573
6 I 0.013
7 C 0.530
8 O 0.048
9 C -0.986
10 N 1.481
11 C -0.383
12 C -1.220
13 C -1.393
14 C 0.638
15 H 0.496
16 H 0.152
17 H 0.470
18 H 0.540
19 C -1.588
20 C 2.046
21 C -2.147
22 C -1.592
23 C 0.744
24 C -0.818
25 C -0.979
26 N 0.650
27 C 0.185
28 C -0.859
29 C -0.385
30 C -0.665
31 C 0.440
32 C -0.951
33 C -1.332
34 N 0.914
35 C 2.015
36 C -1.602
37 C -2.161
38 C -1.718
39 H 0.450
40 H 0.379
41 H 0.307
42 H 0.441
43 H 0.393
44 H 0.425
45 H 0.457
46 H 0.303
47 H 0.365
48 H 0.635
49 H 0.625
50 H 0.394
51 H 0.581
52 H 0.476
53 H 0.447
54 H 0.350
55 H 0.268
56 H 0.501
57 H 0.402
58 H 0.417
59 H 0.469
60 H 0.309
61 H 0.401
62 H 0.455
63 C -0.695
64 N 1.219
65 C -0.419
66 C -0.537
67 C -1.096
68 C -1.016
69 C -1.119
70 N 1.407
71 C -0.128
72 C -0.074
73 C -0.782
74 C -0.544
75 C -0.779
76 C 0.516
77 H 0.997
78 H -0.983
79 H 0.509
80 H 0.557
81 H 0.471
82 H 0.480
83 H 0.458
84 H 0.416
85 H 0.421
86 H 0.424
87 H 0.138
88 O -0.601
89 C -1.454
90 N -0.024
91 C 2.986
92 C -2.332
93 O -0.736
94 N 3.016
95 C -0.375
96 C -0.029
97 C -0.826
98 C -0.589
99 C -0.976

No. 2
# C54H50FGeN4O4OsP2S

A structure of composition C54H50FGeN4O4OsP2S in a non-equilibrium geometry (ωB97M-V/def2-TZVPD, the OMol25 dataset).

```
! RIJCOSX wB97M-V def2-TZVPD def2/J DEFGRID3
* xyz 2 6
Os -0.02470 -0.74159 -0.04812
N -2.40828 -2.34970 0.19686
P -1.62079 -1.50636 1.47142
C -1.17917 -2.58433 2.82700
C -0.43539 -3.72439 2.49306
C -0.56239 -4.88383 3.26017
C -1.33664 -4.87146 4.38846
C -1.77294 -3.65169 4.90358
C -1.62887 -2.49065 4.14049
C -3.03174 -0.55504 2.16359
C -2.75759 0.73069 2.63909
C -3.76200 1.66065 2.79857
C -5.09877 1.32754 2.53311
C -5.40257 0.01071 2.26287
C -4.38690 -0.94090 2.17473
P -1.73029 -1.77427 -1.27143
C -1.37446 -3.05200 -2.39568
C -1.12025 -4.33703 -1.92686
C -1.41710 -5.41195 -2.76791
C -1.80909 -5.20925 -4.07631
C -1.75719 -3.92150 -4.61991
C -1.52086 -2.81724 -3.79119
C -3.09814 -0.80972 -1.95364
C -2.74833 0.25577 -2.80423
C -3.68722 1.19097 -3.24040
C -4.99568 1.14204 -2.77818
C -5.38102 0.08511 -2.00418
C -4.48632 -0.89103 -1.61038
H -3.08624 -3.11772 0.30261
H 0.28516 -3.74123 1.66201
H -0.03758 -5.74541 2.89889
H -1.62318 -5.79973 4.86919
H -2.20932 -3.62194 5.89850
H -1.92405 -1.49319 4.55312
H -1.71209 1.04665 2.83797
H -3.49720 2.69705 3.05982
H -5.90145 2.04697 2.50572
H -6.46324 -0.33403 2.14347
H -4.64186 -1.99724 2.02138
H -0.74103 -4.49045 -0.90276
H -1.31455 -6.42628 -2.38829
H -2.10168 -6.04431 -4.70188
H -2.03731 -3.74271 -5.65833
H -1.39433 -1.81680 -4.21923
H -1.70411 0.37227 -3.09736
H -3.35779 1.98857 -3.89924
H -5.68059 1.98825 -2.95943
H -6.38251 0.01714 -1.59416
H -4.83280 -1.67629 -0.95877
F 1.12596 0.80515 2.09700
C 1.92344 0.26689 4.82851
Ge 2.53944 0.36868 2.98529
C 3.49097 -1.33838 2.59531
C 2.79429 -2.54501 2.58148
C 3.47601 -3.74015 2.39687
C 4.84680 -3.78815 2.17720
C 5.51866 -2.56521 2.20158
C 4.88614 -1.40140 2.57227
C 3.82236 1.83961 2.90423
C 3.99604 2.69518 3.98821
C 4.54789 3.97432 3.88325
C 5.05407 4.41985 2.66731
C 4.93759 3.60465 1.52082
C 5.32090 4.09404 0.25558
C 5.25350 3.25536 -0.84196
C 4.83256 1.94139 -0.72618
C 4.36567 1.48081 0.50877
C 4.37165 2.28067 1.63965
H 2.73662 0.41543 5.55215
H 1.44061 -0.66903 5.09060
H 1.20313 1.07626 4.92085
H 1.70894 -2.52084 2.70828
H 2.89242 -4.67939 2.33211
H 5.34480 -4.72211 2.02156
H 6.58946 -2.47176 1.98382
H 5.48857 -0.52722 2.68833
H 3.71835 2.32249 4.98092
H 4.58399 4.58691 4.78279
H 5.60920 5.36701 2.59039
H 5.69270 5.13776 0.14920
H 5.48533 3.65089 -1.82486
H 4.73070 1.28246 -1.60631
H 3.86196 0.48392 0.57817
O -5.71402 5.54055 -4.18358
S -5.06820 5.90685 -2.91400
O -5.60783 5.28707 -1.69181
O -4.44852 7.25602 -2.65752
C -3.41204 5.41787 -3.42135
N -3.00128 5.83405 -4.64382
C -1.77171 5.53095 -4.97510
C -0.95699 4.80590 -4.12216
C -1.48508 4.31236 -2.92656
N -2.74214 4.67909 -2.56998
C -0.88631 3.40617 -1.98896
C -1.50031 3.07578 -0.75608
C -1.01505 2.06434 0.05059
N 0.05770 1.29420 -0.39785
C 0.81788 1.80573 -1.40643
C 0.35854 2.77686 -2.27018
H -1.40240 5.91393 -5.91064
H 0.05529 4.56614 -4.43339
H -2.36630 3.68037 -0.44630
H -1.46377 1.73381 0.96372
H 1.80133 1.37211 -1.50419
H 0.98837 3.17396 -3.06740
C 3.05585 -2.71746 -1.96763
C 2.17551 -2.13915 -3.11628
C 1.81223 -0.73501 -2.68046
O 1.81984 -0.76686 -1.18584
C 2.69188 -1.86806 -0.75474
H 4.13097 -2.63590 -2.20305
H 2.80386 -3.76437 -1.78727
H 1.27118 -2.74498 -3.19640
H 2.61973 -2.19546 -4.10565
H 0.79486 -0.43479 -2.99401
H 2.56955 -0.01617 -3.01967
H 2.13053 -2.36191 0.05371
H 3.58854 -1.42427 -0.29075
*
```

Results
Gap between HOMO and LUMO (alpha / beta): 5.48 / 3.97 eV
LUMO level (alpha / beta): -6.2 / -8.1 eV
ΔE to the lowest compared entry with this formula, charge and spin: 0.0 kJ/mol
DFT total energy: -5955.3482 Eh

Here are the Mulliken charges for atoms 1 to 99, given in e:
1 Os 1.946
2 N 0.304
3 P 0.236
4 C 0.502
5 C -0.307
6 C -1.285
7 C -0.570
8 C -0.684
9 C -0.656
10 C 0.357
11 C -0.606
12 C -0.343
13 C -0.699
14 C -0.557
15 C -0.725
16 P -0.982
17 C 0.514
18 C -0.107
19 C -0.690
20 C -0.567
21 C -0.764
22 C -0.233
23 C 0.618
24 C 0.025
25 C -0.816
26 C -0.681
27 C -0.706
28 C -0.625
29 H 0.363
30 H 0.715
31 H 0.507
32 H 0.425
33 H 0.462
34 H 0.450
35 H 0.540
36 H 0.445
37 H 0.466
38 H 0.404
39 H 0.440
40 H 0.493
41 H 0.434
42 H 0.425
43 H 0.434
44 H 0.398
45 H 0.143
46 H 0.576
47 H 0.396
48 H 0.423
49 H 0.354
50 F -0.101
51 C -1.462
52 Ge 1.673
53 C 0.056
54 C -0.701
55 C -0.018
56 C -0.893
57 C -0.493
58 C -0.694
59 C 0.160
60 C -0.622
61 C -0.921
62 C -0.745
63 C 0.872
64 C -0.924
65 C -0.645
66 C -0.743
67 C 1.462
68 C 0.129
69 H 0.407
70 H 0.401
71 H 0.465
72 H 0.546
73 H 0.357
74 H 0.506
75 H 0.420
76 H 0.456
77 H 0.313
78 H 0.408
79 H 0.386
80 H 0.364
81 H 0.423
82 H 0.472
83 H -1.221
84 O -0.530
85 S 1.102
86 O -0.518
87 O -0.324
88 C 0.326
89 N -0.464
90 C -0.560
91 C -0.469
92 C -0.018
93 N -0.226
94 C 1.786
95 C -0.470
96 C -0.882
97 N 0.609
98 C -0.668
99 C -1.486

Q: Look up the DFT total energy of the second one.
A: -5955.3482 Eh